136
Properties=species:S:1:pos:R:3 method="wB97M-V/def2-TZVPD" charge=+1 multiplicity=1 largest_force_ha_per_bohr=0.0537 energy_ha=-3050.1381 gap_ev=5.961 e_homo_ha=-0.3688 lumo_ev=-4.08
C 1.024 2.966 2.670
O 0.122 1.889 2.822
C 0.542 0.754 2.040
C -0.247 0.758 0.699
C 0.035 -0.459 -0.229
C 1.510 -0.544 -0.779
C 1.685 0.651 -1.789
C 3.117 0.732 -2.397
C 3.236 1.904 -3.434
C 3.463 3.304 -2.777
C 4.163 3.418 -1.383
C 2.934 3.657 -0.402
C 1.694 4.138 -1.240
N 2.288 4.212 -2.639
Cl 2.764 5.914 -2.752
H 2.003 2.777 3.157
H 1.143 3.167 1.583
H 0.609 3.894 3.112
H 0.248 -0.131 2.633
H 1.638 0.822 1.889
H -0.095 1.746 0.214
H -1.324 0.730 0.974
H -0.237 -1.434 0.213
H -0.605 -0.323 -1.130
H 1.594 -1.501 -1.330
H 2.272 -0.525 0.022
H 0.906 0.549 -2.567
H 1.525 1.567 -1.188
H 3.322 -0.207 -2.950
H 3.887 0.798 -1.605
H 4.158 1.697 -4.018
H 2.405 1.895 -4.168
H 4.197 3.776 -3.465
H 4.677 4.402 -1.350
H 4.833 2.607 -1.067
H 2.825 2.684 0.122
H 3.057 4.385 0.420
H 1.173 5.041 -0.883
H 0.855 3.413 -1.344
H 1.634 4.166 -3.427
C 2.005 8.604 -0.493
O 1.704 8.030 0.535
N 2.199 9.932 -0.618
C 2.557 10.544 -1.884
C 2.043 10.775 0.556
H 2.145 8.055 -1.437
H 3.517 11.054 -1.781
H 1.792 11.269 -2.165
H 2.638 9.791 -2.668
H 2.745 10.456 1.328
H 1.029 10.671 0.946
H 2.230 11.815 0.299
C -1.857 4.023 -1.815
O -2.252 3.004 -2.340
N -2.558 4.775 -0.940
C -2.015 5.986 -0.352
C -3.899 4.352 -0.576
H -0.855 4.429 -2.028
H -1.986 5.882 0.734
H -2.652 6.834 -0.615
H -1.006 6.176 -0.717
H -3.858 3.357 -0.130
H -4.520 4.305 -1.473
H -4.335 5.053 0.133
C 5.380 -0.506 1.482
O 5.557 -0.278 0.297
N 5.270 -1.734 2.024
C 5.060 -1.936 3.450
C 5.364 -2.892 1.154
H 5.295 0.303 2.225
H 5.879 -2.520 3.856
H 4.122 -2.476 3.602
H 5.010 -0.982 3.973
H 6.332 -2.890 0.649
H 4.579 -2.844 0.397
H 5.257 -3.806 1.733
C 7.150 -4.512 5.173
O 6.294 -3.745 5.570
N 7.027 -5.856 5.132
C 8.091 -6.713 4.644
C 5.788 -6.459 5.593
H 8.125 -4.155 4.803
H 7.730 -7.289 3.789
H 8.396 -7.399 5.437
H 8.951 -6.122 4.336
H 4.955 -6.079 4.998
H 5.619 -6.189 6.637
H 5.839 -7.541 5.500
C -1.754 -3.505 -2.167
O -1.359 -3.689 -1.028
N -2.837 -2.777 -2.501
C -3.255 -2.596 -3.880
C -3.615 -2.152 -1.446
H -1.235 -3.934 -3.039
H -3.252 -1.531 -4.120
H -4.261 -2.987 -4.000
H -2.583 -3.117 -4.561
H -2.976 -1.471 -0.879
H -3.989 -2.923 -0.769
H -4.452 -1.602 -1.869
C -6.693 -3.535 -3.490
O -6.428 -2.604 -4.227
N -7.832 -3.666 -2.779
C -8.076 -4.807 -1.922
C -8.841 -2.629 -2.878
H -5.995 -4.378 -3.343
H -8.975 -5.328 -2.259
H -8.222 -4.464 -0.895
H -7.235 -5.498 -1.950
H -9.160 -2.536 -3.918
H -8.411 -1.679 -2.558
H -9.698 -2.872 -2.253
C -0.658 -7.544 -0.810
O -0.637 -8.609 -1.393
N -0.569 -7.393 0.533
C -0.602 -6.087 1.159
C -0.438 -8.577 1.362
H -0.754 -6.587 -1.345
H 0.326 -5.932 1.717
H -1.451 -6.038 1.846
H -0.704 -5.303 0.409
H 0.463 -9.123 1.078
H -1.300 -9.228 1.206
H -0.379 -8.295 2.411
C -6.692 -0.049 -0.380
O -6.673 -1.113 -0.965
N -6.601 0.097 0.962
C -6.630 1.399 1.597
C -6.470 -1.090 1.788
H -6.787 0.909 -0.915
H -5.702 1.552 2.155
H -7.476 1.449 2.286
H -6.731 2.189 0.854
H -5.570 -1.637 1.500
H -7.333 -1.739 1.630
H -6.408 -0.814 2.838

---

135
Properties=species:S:1:pos:R:3 method="wB97M-V/def2-TZVPD" charge=+1 multiplicity=1 largest_force_ha_per_bohr=0.0941 energy_ha=-3043.3115 gap_ev=7.013 e_homo_ha=-0.3678 lumo_ev=-3.00
C 2.976 -2.471 1.900
C 1.623 -3.267 1.462
N 1.825 -4.742 1.336
C 0.749 -5.331 0.463
C 1.306 -6.216 -0.756
C 2.885 -6.112 -0.996
C 3.639 -7.081 0.095
C 4.970 -7.492 -0.751
N 4.294 -8.064 -1.989
C 3.237 -7.008 -2.318
C 3.884 -6.249 -3.583
C 2.762 -5.490 -4.472
O 1.566 -5.735 -4.244
Cl 3.323 -4.345 -5.786
C 1.845 -5.427 2.627
C 1.907 -4.715 4.058
O 1.857 -6.701 2.638
H 2.697 -1.960 2.899
H 3.225 -1.622 1.181
H 3.845 -3.167 2.134
H 1.380 -2.857 0.411
H 0.721 -2.969 2.110
H 0.071 -4.525 -0.008
H 0.023 -6.009 1.049
H 1.024 -7.315 -0.595
H 0.765 -5.892 -1.722
H 3.317 -5.072 -1.166
H 3.793 -6.455 1.032
H 2.912 -7.962 0.259
H 5.558 -8.201 -0.086
H 5.389 -6.464 -0.999
H 4.952 -8.335 -2.735
H 3.792 -8.875 -1.566
H 2.313 -7.586 -2.687
H 4.400 -6.969 -4.327
H 4.719 -5.518 -3.263
H 3.028 -4.534 4.281
H 1.388 -3.704 4.104
H 1.556 -5.418 4.900
C -0.170 0.216 0.839
O 0.315 -0.135 -0.451
C -0.739 -0.389 -1.377
C -0.976 0.807 -2.294
O -1.468 1.929 -1.568
C -0.453 2.886 -1.291
H 0.661 0.633 1.411
H -0.972 0.956 0.789
H -0.527 -0.683 1.352
H -1.660 -0.669 -0.853
H -0.430 -1.242 -1.989
H -1.742 0.540 -3.028
H -0.062 1.069 -2.842
H -0.232 3.463 -2.194
H 0.463 2.418 -0.922
H -0.826 3.568 -0.524
C -2.772 5.977 0.193
O -1.810 5.609 1.172
C -0.954 6.693 1.524
C -1.379 7.332 2.844
O -2.650 7.969 2.729
C -3.702 7.180 3.265
H -3.535 5.198 0.156
H -3.251 6.931 0.425
H -2.289 6.035 -0.789
H -0.916 7.439 0.722
H 0.053 6.281 1.645
H -0.655 8.109 3.106
H -1.387 6.593 3.653
H -3.684 7.229 4.358
H -3.637 6.137 2.944
H -4.650 7.591 2.913
C -5.455 8.545 -1.440
O -5.413 9.139 -0.151
C -4.246 9.938 0.038
C -4.554 11.423 -0.134
O -4.920 11.726 -1.479
C -6.325 11.854 -1.644
H -6.465 8.166 -1.607
H -5.209 9.258 -2.231
H -4.759 7.700 -1.475
H -3.443 9.623 -0.637
H -3.905 9.770 1.064
H -3.650 11.997 0.088
H -5.337 11.744 0.563
H -6.660 12.817 -1.248
H -6.871 11.045 -1.151
H -6.547 11.819 -2.712
C 5.851 -2.348 4.682
O 4.879 -2.618 5.683
C 5.301 -3.638 6.588
C 5.816 -3.045 7.896
O 7.014 -2.300 7.692
C 6.783 -0.899 7.646
H 5.581 -1.411 4.192
H 6.856 -2.254 5.099
H 5.835 -3.147 3.933
H 6.056 -4.282 6.126
H 4.424 -4.254 6.806
H 6.060 -3.862 8.580
H 5.049 -2.424 8.374
H 6.618 -0.516 8.657
H 5.927 -0.646 7.014
H 7.672 -0.420 7.231
C -5.279 -7.899 0.453
O -5.554 -6.810 -0.418
C -5.004 -5.584 0.055
C -3.706 -5.239 -0.669
O -2.674 -6.177 -0.364
C -2.493 -7.138 -1.394
H -5.502 -8.824 -0.081
H -4.235 -7.917 0.773
H -5.932 -7.840 1.330
H -4.851 -5.616 1.139
H -5.739 -4.801 -0.156
H -3.361 -4.260 -0.325
H -3.866 -5.177 -1.753
H -1.951 -6.688 -2.232
H -3.444 -7.543 -1.748
H -1.896 -7.960 -0.993
C -1.805 4.052 -4.751
O -0.389 4.010 -4.618
C 0.226 3.211 -5.624
C 0.816 4.072 -6.737
O -0.204 4.751 -7.466
C -0.342 6.109 -7.072
H -2.180 4.861 -4.123
H -2.115 4.230 -5.783
H -2.234 3.110 -4.395
H -0.481 2.478 -6.029
H 1.040 2.660 -5.142
H 1.336 3.422 -7.446
H 1.546 4.785 -6.336
H 0.472 6.703 -7.498
H -0.349 6.222 -5.985
H -1.289 6.483 -7.464

---

130
Properties=species:S:1:pos:R:3 method="wB97M-V/def2-TZVPD" multiplicity=1 largest_force_ha_per_bohr=0.0440 energy_ha=-2200.8261 gap_ev=8.462 e_homo_ha=-0.3077 lumo_ev=0.09
C -0.025 -3.736 3.520
C -0.579 -4.836 2.601
N -1.859 -4.469 2.005
C -1.674 -3.524 0.932
C -2.878 -2.667 0.564
C -2.658 -5.624 1.537
C -3.143 -6.483 2.694
H -0.150 -2.741 3.090
H 1.028 -3.888 3.758
H -0.570 -3.712 4.467
H 0.168 -4.903 1.792
H -0.607 -5.800 3.099
H -1.263 -3.929 -0.010
H -0.910 -2.758 1.116
H -3.681 -3.240 0.092
H -2.570 -1.904 -0.151
H -3.336 -2.146 1.406
H -3.511 -5.152 1.058
H -2.029 -6.186 0.834
H -2.381 -6.908 3.348
H -3.678 -5.850 3.409
H -3.805 -7.248 2.291
C -4.539 1.403 3.154
C -3.508 1.519 4.283
N -2.348 2.358 3.952
C -2.685 3.778 3.797
C -1.725 4.450 2.828
C -1.314 2.197 4.953
C -0.612 0.828 4.948
H -4.172 0.754 2.359
H -4.810 2.372 2.751
H -5.390 0.879 3.593
H -3.982 2.015 5.150
H -3.218 0.529 4.628
H -3.739 3.847 3.524
H -2.757 4.282 4.778
H -2.104 5.452 2.623
H -0.682 4.406 3.119
H -1.798 3.893 1.890
H -1.770 2.259 5.958
H -0.502 2.919 4.864
H -1.195 0.056 5.448
H 0.327 0.879 5.501
H -0.359 0.586 3.913
C 3.870 0.335 -1.548
C 3.498 -0.717 -2.568
N 2.318 -1.477 -2.110
C 2.735 -2.721 -1.472
C 1.601 -3.429 -0.736
C 1.262 -1.604 -3.101
C 1.663 -2.347 -4.382
H 4.050 -0.175 -0.596
H 3.192 1.171 -1.382
H 4.843 0.806 -1.739
H 3.288 -0.302 -3.559
H 4.294 -1.427 -2.826
H 3.244 -3.422 -2.145
H 3.385 -2.429 -0.644
H 1.168 -2.759 0.009
H 0.758 -3.844 -1.292
H 2.041 -4.318 -0.271
H 0.829 -0.630 -3.340
H 0.460 -2.153 -2.601
H 2.215 -3.265 -4.171
H 2.228 -1.745 -5.095
H 0.793 -2.695 -4.948
C 1.519 1.705 -5.727
C 2.112 2.110 -4.371
N 1.309 3.117 -3.689
C 2.190 3.934 -2.847
C 3.135 4.857 -3.613
C 0.278 2.451 -2.903
C -0.650 3.377 -2.131
H 2.124 0.979 -6.269
H 1.435 2.616 -6.321
H 0.529 1.268 -5.588
H 2.245 1.201 -3.758
H 3.135 2.441 -4.550
H 1.620 4.517 -2.127
H 2.772 3.237 -2.216
H 2.634 5.821 -3.726
H 4.043 4.999 -3.033
H 3.300 4.538 -4.641
H 0.663 1.726 -2.166
H -0.358 1.895 -3.595
H -1.059 4.132 -2.812
H -0.143 3.966 -1.368
H -1.494 2.771 -1.803
O 2.946 5.713 -0.178
C 2.634 4.737 0.446
C 3.502 3.510 0.611
C 2.642 2.617 1.537
C 1.305 3.396 1.702
O 1.380 4.553 0.885
H 3.784 3.019 -0.313
H 4.418 3.849 1.095
H 2.324 1.673 1.086
H 3.105 2.324 2.476
H 0.409 2.817 1.506
H 1.323 3.616 2.776
O -5.991 0.352 -5.405
C -5.197 -0.145 -4.665
C -4.613 -1.556 -4.708
C -3.350 -1.409 -3.841
C -3.590 -0.148 -3.011
O -4.632 0.590 -3.671
H -5.288 -2.280 -4.259
H -4.464 -1.809 -5.754
H -3.353 -2.310 -3.223
H -2.394 -1.413 -4.359
H -3.880 -0.360 -1.984
H -2.694 0.467 -3.056
C -1.223 0.268 1.398
C -0.619 0.036 0.040
N 0.717 -0.142 0.067
O -1.310 -0.123 -0.961
H -1.272 1.313 1.709
H -0.558 -0.210 2.128
H -2.164 -0.233 1.605
H 1.214 -0.298 -0.799
H 1.223 -0.229 0.932
C 3.272 -2.594 2.418
C 3.048 -1.223 3.069
N 4.080 -0.777 3.799
O 2.083 -0.506 2.815
H 3.652 -2.347 1.420
H 2.322 -3.070 2.191
H 4.045 -3.140 2.948
H 4.085 0.194 4.072
H 4.998 -1.187 3.758